The following is a DFT calculation (the ωB97M-V functional and the def2-TZVPD basis) of a molecular structure, C25H24N5O6RuS.

The total charge is 0. As for the total energy: -2185.3306 Eh. The HOMO energy (alpha / beta) comes out at -0.2834 / -0.2845 Ha. The relative energy (zero: lowest compared OMol25 entry of this formula, charge and spin) is 0.0 kcal/mol. The spin multiplicity is 2.

```
62
Properties=species:S:1:pos:R:3:lowdin_spin:R:1
O -1.583 -1.472 -1.193 0.012
H -4.657 6.327 2.165 0.000
C -3.836 4.957 0.739 0.000
O -0.271 0.921 -1.681 0.013
C 0.807 2.807 -5.204 0.000
H -2.807 5.211 0.961 0.000
H -2.016 4.280 5.187 0.000
H -1.089 2.753 -1.009 0.000
N -1.831 3.031 -0.354 0.001
H -0.610 1.984 -3.814 0.000
C 2.133 -1.026 0.602 -0.007
H -6.997 5.725 1.655 0.000
H 0.046 3.215 -5.856 0.000
H 3.184 -1.101 0.341 -0.001
H -3.843 3.037 4.028 0.000
C 3.124 2.443 -4.674 0.000
C 2.402 -2.838 3.827 0.013
H -7.499 4.043 -0.080 0.000
C 1.410 1.586 -3.220 0.000
O -0.733 -1.191 1.660 0.071
C 0.434 2.117 -4.061 0.002
O -3.733 -1.326 -1.476 0.001
H 0.842 -3.325 5.223 -0.001
C -6.472 4.298 0.145 0.000
H 4.172 2.572 -4.912 0.000
C 0.998 0.856 -1.998 0.010
O -3.114 3.155 -2.207 0.000
N -2.633 2.343 1.734 -0.003
C -6.188 5.244 1.121 0.000
H -3.314 0.819 2.946 0.000
N 1.909 0.211 -1.325 0.000
H 3.506 1.336 -2.871 0.000
C 1.676 -1.641 1.831 0.010
C -2.868 2.562 4.173 0.000
Ru -0.569 -0.100 0.041 0.825
C 2.678 -2.234 2.622 -0.002
H -3.555 2.646 1.447 0.000
H -0.951 -2.305 3.867 0.000
C 0.327 -1.671 2.289 -0.004
H -5.638 2.959 -1.324 0.000
H 2.439 3.509 -6.405 0.000
O -2.693 -0.011 -0.087 -0.001
C -3.036 3.358 -1.025 0.000
C -1.654 2.469 0.870 0.001
C -4.121 4.008 -0.242 0.000
C -5.441 3.687 -0.549 0.000
N -2.729 -0.957 -0.952 0.000
C 2.758 1.753 -3.531 0.002
H -1.597 1.169 3.091 0.001
C 0.076 -2.288 3.528 0.011
H -1.685 4.238 3.459 0.000
H -0.817 3.156 4.543 0.000
S -0.050 1.869 1.193 0.037
N 1.361 -0.374 -0.190 0.007
C 1.082 -2.858 4.276 -0.003
H 3.191 -3.289 4.411 0.001
C -1.786 3.618 4.352 0.000
H 3.697 -2.204 2.256 0.000
C -4.873 5.580 1.414 0.000
C -2.581 1.625 3.009 0.002
H -2.956 1.952 5.074 0.000
C 2.150 2.971 -5.511 0.002
```